(1)
{
  "formula": "C42H55N4O4P2Sr",
  "method": "ωB97M-V/def2-TZVPD",
  "species": ["Sr", "O", "C", "C", "C", "C", "N", "C", "C", "C", "C", "C", "C", "O", "C", "C", "N", "H", "H", "H", "H", "H", "H", "H", "H", "H", "H", "H", "H", "N", "C", "C", "C", "C", "C", "C", "P", "C", "C", "C", "C", "C", "C", "C", "C", "C", "C", "C", "C", "H", "H", "H", "H", "H", "H", "H", "H", "H", "H", "H", "H", "H", "H", "H", "H", "N", "C", "C", "C", "O", "O", "H", "H", "H", "H", "H", "H", "C", "C", "C", "P", "C", "C", "C", "C", "C", "C", "H", "H", "H", "H", "H", "H", "H", "H", "H", "H", "H", "H", "H", "H", "H", "H", "H", "H", "H", "H", "H"],
  "xyz": [[-0.140, -0.188, 1.310], [-4.892, -5.358, -1.080], [-5.301, -4.004, -0.951], [-4.198, -3.256, -0.258], [-4.478, -2.156, 0.532], [-3.428, -1.463, 1.091], [-2.142, -1.821, 0.939], [-1.871, -2.931, 0.217], [-2.874, -3.648, -0.411], [-0.417, -3.370, 0.179], [-0.036, -4.609, -0.298], [1.301, -4.990, -0.224], [1.743, -6.341, -0.709], [0.772, -6.824, -1.624], [2.214, -4.116, 0.338], [1.766, -2.890, 0.785], [0.479, -2.507, 0.704], [-5.606, -5.866, -1.473], [-6.221, -3.899, -0.381], [-5.463, -3.546, -1.925], [-5.501, -1.828, 0.703], [-3.617, -0.577, 1.696], [-2.651, -4.523, -1.010], [-0.753, -5.300, -0.721], [1.836, -6.999, 0.153], [2.729, -6.252, -1.161], [1.040, -7.691, -1.939], [3.268, -4.374, 0.424], [2.457, -2.175, 1.235], [2.363, -0.202, 2.943], [3.703, -0.170, 2.421], [4.776, -0.541, 3.233], [6.074, -0.486, 2.754], [6.327, -0.035, 1.461], [5.261, 0.318, 0.651], [3.939, 0.223, 1.102], [2.515, 0.612, 0.001], [2.824, 2.379, -0.367], [3.591, 2.841, -1.433], [3.812, 4.206, -1.595], [3.274, 5.115, -0.689], [2.510, 4.658, 0.379], [2.279, 3.296, 0.535], [2.917, -0.290, -1.553], [3.709, -1.440, -1.570], [3.871, -2.181, -2.739], [3.241, -1.786, -3.912], [2.446, -0.644, -3.911], [2.280, 0.090, -2.742], [2.349, -0.658, 3.842], [2.016, 0.738, 3.151], [4.586, -0.849, 4.258], [6.897, -0.771, 3.402], [7.346, 0.037, 1.091], [5.452, 0.655, -0.361], [4.016, 2.140, -2.146], [4.409, 4.560, -2.429], [3.451, 6.179, -0.816], [2.092, 5.363, 1.092], [1.666, 2.949, 1.363], [4.224, -1.756, -0.671], [4.503, -3.066, -2.732], [3.375, -2.360, -4.825], [1.954, -0.321, -4.826], [1.659, 0.979, -2.768], [-0.949, -1.261, 3.805], [-1.108, -0.371, 5.005], [-1.439, 1.055, 4.565], [-0.280, 1.553, 3.726], [0.792, 1.795, 4.298], [-0.462, 1.573, 2.435], [-1.853, -1.610, 3.513], [-0.410, -2.082, 4.057], [-0.160, -0.347, 5.536], [-1.858, -0.746, 5.694], [-1.558, 1.694, 5.440], [-2.363, 1.071, 3.981], [-3.052, 2.121, -3.394], [-2.387, 1.240, -2.331], [-3.178, -0.061, -2.138], [-1.931, 1.934, -0.671], [-3.513, 2.333, 0.220], [-3.220, 3.133, 1.504], [-4.670, 2.967, -0.562], [-1.078, 3.536, -1.025], [0.074, 3.264, -1.998], [-1.884, 4.756, -1.485], [-3.159, 1.543, -4.318], [-2.464, 3.005, -3.636], [-4.048, 2.451, -3.101], [-1.407, 0.955, -2.722], [-4.173, 0.132, -1.721], [-2.667, -0.763, -1.473], [-3.319, -0.562, -3.103], [-3.851, 1.344, 0.539], [-3.059, 4.187, 1.284], [-2.346, 2.765, 2.042], [-4.085, 3.078, 2.174], [-4.368, 3.874, -1.087], [-5.467, 3.244, 0.139], [-5.107, 2.284, -1.291], [-0.627, 3.773, -0.058], [-0.291, 3.131, -3.020], [0.636, 2.374, -1.724], [0.781, 4.102, -1.996], [-2.426, 4.573, -2.416], [-1.190, 5.582, -1.671], [-2.601, 5.103, -0.749]],
  "atomic_forces_ev_per_a": [[0.111, -1.004, -1.066], [-0.110, 0.206, 0.027], [0.368, -0.265, 0.109], [-0.011, -0.149, -0.135], [-0.275, 0.144, 0.013], [0.612, 0.022, 0.060], [-0.539, -0.437, -0.228], [0.424, 0.298, 0.280], [-0.014, -0.216, -0.117], [-0.136, 0.513, 0.286], [0.000, -0.174, -0.120], [-0.123, -0.072, -0.051], [-0.385, 0.111, -0.197], [0.187, 0.055, 0.120], [0.189, 0.013, 0.058], [-0.504, 0.235, -0.001], [0.453, -1.315, -0.242], [-0.050, -0.046, -0.067], [-0.161, -0.076, 0.141], [-0.048, 0.080, -0.247], [0.166, -0.063, -0.025], [0.108, -0.106, -0.067], [-0.043, 0.116, 0.090], [0.081, 0.059, 0.040], [0.012, -0.185, 0.184], [0.129, 0.007, -0.158], [0.011, -0.083, -0.013], [-0.182, 0.041, -0.024], [-0.185, -0.121, -0.113], [0.144, 0.067, -0.503], [-0.376, -0.026, 0.259], [0.062, -0.019, 0.016], [0.037, 0.003, 0.011], [-0.053, -0.009, 0.026], [-0.023, -0.031, -0.026], [-0.064, 0.012, -0.125], [0.696, 0.112, -0.243], [0.058, -0.005, 0.093], [0.095, 0.097, -0.081], [-0.045, -0.072, 0.019], [0.026, -0.004, -0.038], [-0.016, -0.050, 0.038], [0.004, 0.074, 0.012], [-0.014, -0.041, -0.082], [0.007, 0.038, -0.073], [-0.025, 0.053, 0.029], [0.002, -0.001, 0.003], [0.009, 0.006, 0.075], [0.019, -0.049, -0.035], [0.073, -0.198, 0.207], [0.025, 0.198, 0.020], [0.026, 0.037, -0.116], [-0.083, 0.029, -0.064], [-0.155, -0.008, 0.049], [-0.027, 0.005, 0.008], [-0.033, 0.077, 0.078], [-0.054, -0.044, 0.075], [-0.018, -0.148, 0.012], [0.043, -0.112, -0.095], [0.012, 0.003, -0.017], [-0.021, 0.015, -0.016], [-0.096, 0.140, 0.013], [-0.023, 0.088, 0.142], [0.073, -0.043, 0.147], [0.043, -0.068, 0.008], [0.079, 0.506, 0.442], [0.108, -0.126, -0.507], [-0.195, -0.158, -0.043], [0.508, 0.330, -0.323], [-0.486, -0.094, -0.548], [-0.100, 2.123, 2.586], [-0.109, -0.015, 0.000], [0.015, -0.042, 0.042], [0.109, -0.026, 0.007], [-0.183, -0.106, 0.079], [0.008, -0.042, 0.023], [-0.010, 0.017, 0.053], [-0.034, -0.044, -0.077], [-0.190, -0.048, -0.059], [-0.075, -0.021, -0.060], [-0.044, -0.123, -0.009], [-0.073, 0.121, 0.062], [-0.065, -0.074, -0.036], [-0.061, 0.088, 0.069], [0.011, 0.095, -0.091], [-0.013, 0.147, -0.095], [0.134, 0.019, -0.138], [0.001, 0.035, 0.067], [-0.002, -0.105, 0.022], [0.075, -0.020, -0.006], [0.139, -0.049, -0.065], [0.091, 0.002, -0.042], [0.002, 0.090, -0.045], [0.005, 0.066, 0.095], [-0.041, -0.113, 0.018], [0.032, 0.063, -0.066], [-0.035, -0.034, -0.104], [0.060, 0.015, -0.090], [-0.041, -0.083, 0.051], [0.084, -0.039, -0.075], [0.061, -0.002, 0.035], [0.036, 0.077, 0.112], [0.002, 0.037, 0.035], [-0.078, -0.014, 0.050], [-0.121, -0.110, -0.015], [0.078, 0.032, 0.121], [-0.048, -0.050, 0.014], [-0.045, -0.036, 0.148]],
  "e_tot_ha": -2866.827294,
  "total_charge": 1,
  "e_above_lowest_kcal_mol": 17.0,
  "lumo_ev": -2.7
}

(2)
{
  "formula": "C52H50N3O3",
  "method": "ωB97M-V/def2-TZVPD",
  "species": ["C", "C", "C", "C", "O", "C", "C", "C", "C", "C", "C", "C", "C", "O", "C", "C", "C", "C", "C", "H", "H", "H", "H", "H", "H", "H", "H", "H", "H", "H", "H", "H", "H", "H", "C", "C", "C", "C", "C", "C", "N", "C", "C", "C", "C", "C", "C", "C", "N", "N", "C", "C", "C", "C", "C", "C", "C", "C", "C", "C", "C", "O", "C", "C", "C", "C", "C", "C", "C", "C", "C", "C", "C", "H", "H", "H", "H", "H", "H", "H", "H", "H", "H", "H", "H", "H", "H", "H", "H", "H", "H", "H", "H", "H", "H", "H", "H", "H", "H", "H", "H", "H", "H", "H", "H", "H", "H", "H"],
  "xyz": [[1.364, -4.569, 7.715], [0.113, -4.010, 7.019], [0.387, -4.276, 5.572], [1.646, -4.920, 5.479], [2.265, -5.105, 6.675], [2.161, -5.343, 4.243], [1.414, -5.128, 3.108], [0.169, -4.415, 3.149], [-0.632, -4.101, 2.026], [-0.329, -4.228, 0.650], [-1.432, -4.259, -0.258], [-1.218, -4.454, -1.604], [0.105, -4.597, -2.089], [0.184, -4.817, -3.427], [-1.199, -4.865, -3.940], [-2.149, -4.560, -2.771], [1.215, -4.512, -1.232], [0.996, -4.295, 0.109], [-0.338, -4.028, 4.430], [1.907, -3.791, 8.265], [1.117, -5.390, 8.397], [-0.786, -4.527, 7.377], [-0.004, -2.940, 7.234], [3.124, -5.838, 4.227], [1.770, -5.521, 2.160], [-1.649, -3.774, 2.255], [-2.451, -4.164, 0.118], [-1.277, -4.129, -4.750], [-1.373, -5.869, -4.347], [-2.892, -5.359, -2.649], [-2.697, -3.623, -2.955], [2.206, -4.620, -1.654], [1.847, -4.167, 0.773], [-1.303, -3.526, 4.504], [4.571, 2.116, 2.927], [3.522, 1.995, 1.849], [3.360, 3.026, 0.928], [2.422, 2.952, -0.109], [2.332, 4.108, -1.063], [1.593, 1.820, -0.168], [0.572, 1.753, -1.161], [0.745, 1.833, -2.545], [2.038, 1.955, -3.195], [2.109, 2.749, -4.360], [3.340, 2.984, -4.964], [4.504, 2.398, -4.453], [4.431, 1.567, -3.330], [3.207, 1.320, -2.718], [-0.407, 1.753, -3.163], [-1.351, 1.576, -2.160], [-2.694, 1.285, -2.536], [-2.894, 0.231, -3.442], [-1.741, -0.538, -4.008], [-4.207, -0.084, -3.803], [-5.305, 0.633, -3.311], [-6.706, 0.269, -3.730], [-5.063, 1.698, -2.440], [-3.767, 2.059, -2.057], [-3.565, 3.270, -1.208], [-0.783, 1.673, -0.954], [-1.496, 1.370, 0.298], [-2.269, 0.383, 0.317], [-1.286, 2.170, 1.504], [-1.892, 1.671, 2.758], [-0.534, 3.388, 1.485], [-0.555, 4.270, 0.384], [0.058, 5.519, 0.444], [0.778, 5.901, 1.576], [0.857, 5.028, 2.667], [0.197, 3.808, 2.638], [1.734, 0.752, 0.724], [0.926, -0.517, 0.634], [2.703, 0.868, 1.732], [4.538, 1.249, 3.597], [5.583, 2.179, 2.498], [4.422, 3.025, 3.529], [3.975, 3.927, 1.007], [1.362, 4.160, -1.567], [2.468, 5.050, -0.515], [3.116, 4.059, -1.833], [1.192, 3.195, -4.746], [3.397, 3.627, -5.843], [5.471, 2.579, -4.925], [5.330, 1.101, -2.922], [3.143, 0.655, -1.857], [-2.130, -1.384, -4.587], [-1.118, 0.084, -4.664], [-1.084, -0.948, -3.229], [-4.381, -0.920, -4.487], [-7.436, 0.846, -3.152], [-6.876, 0.477, -4.796], [-6.906, -0.799, -3.574], [-5.907, 2.275, -2.051], [-4.525, 3.786, -1.083], [-3.206, 3.013, -0.203], [-2.864, 3.987, -1.655], [-1.896, 2.460, 3.521], [-2.924, 1.337, 2.578], [-1.327, 0.811, 3.155], [-1.112, 3.974, -0.507], [-0.019, 6.184, -0.419], [1.278, 6.870, 1.603], [1.437, 5.305, 3.549], [0.252, 3.122, 3.490], [1.556, -1.367, 0.940], [0.053, -0.513, 1.307], [0.570, -0.729, -0.381], [2.825, 0.034, 2.429]],
  "atomic_forces_ev_per_a": [[0.198, -0.064, 0.348], [-0.291, 0.187, 0.340], [0.411, -0.294, -0.441], [-0.088, 0.149, 0.561], [-1.208, 0.478, -1.199], [0.120, -0.027, 0.320], [-0.223, 0.359, 0.000], [0.035, -0.020, 0.243], [0.449, -0.481, -0.165], [0.050, 0.315, -0.160], [0.007, -0.018, -0.438], [0.654, 0.009, 0.209], [-0.382, -0.198, -0.407], [-0.650, 0.308, 1.517], [0.047, -0.139, -0.399], [-0.515, 0.159, -0.198], [-0.025, 0.012, -0.340], [-0.327, -0.255, 0.144], [0.226, -0.083, 0.380], [0.021, -0.315, -0.206], [0.239, 0.155, -0.231], [0.163, 0.173, -0.182], [-0.035, -0.235, -0.120], [-0.124, -0.092, -0.147], [-0.072, 0.006, 0.303], [0.200, -0.015, -0.053], [0.281, 0.031, -0.020], [0.162, -0.226, 0.251], [0.265, 0.276, 0.078], [0.191, 0.210, 0.031], [0.160, -0.237, 0.195], [0.011, 0.142, 0.133], [-0.196, 0.053, -0.267], [0.210, -0.090, -0.107], [0.051, -0.048, 0.150], [-0.134, 0.005, -0.123], [-0.150, -0.149, -0.372], [0.023, 0.112, 0.611], [0.089, 0.358, -0.244], [0.432, 0.122, 0.563], [-1.120, 0.307, -1.117], [-1.013, -0.467, 0.698], [1.083, 0.099, -1.080], [0.144, -0.200, 0.589], [0.136, -0.191, -0.053], [-0.196, -0.001, 0.206], [-0.075, -0.007, -0.198], [-0.669, 0.323, -0.044], [0.407, -0.057, 0.766], [1.435, 0.829, -0.213], [-1.151, 0.090, -0.244], [-0.357, 0.265, 0.373], [0.122, -0.537, -0.386], [0.120, 0.112, 0.068], [0.336, 0.040, 0.140], [-0.129, -0.004, -0.005], [0.091, -0.218, -0.197], [0.244, -0.403, -0.380], [-0.289, 0.310, 0.420], [0.419, -0.950, -0.529], [-0.145, 1.786, 4.297], [-0.101, -0.836, -0.969], [0.200, -1.556, -3.362], [-0.217, -0.120, 0.380], [0.551, 1.111, 0.509], [-0.018, 0.080, 0.314], [0.116, -0.171, 0.054], [-0.040, 0.069, -0.144], [-0.083, -0.127, -0.048], [-0.175, -0.168, -0.469], [0.364, 0.161, 0.306], [-0.042, -0.424, 0.160], [-0.021, 0.052, -0.224], [0.052, 0.201, -0.091], [-0.323, -0.048, 0.078], [-0.017, -0.270, -0.179], [-0.165, -0.294, -0.039], [0.247, 0.034, 0.086], [-0.056, -0.337, -0.155], [-0.157, -0.104, 0.188], [0.285, -0.039, 0.093], [-0.020, -0.199, 0.227], [-0.316, 0.008, 0.121], [-0.237, 0.120, -0.196], [0.105, 0.222, -0.202], [0.109, 0.139, 0.043], [-0.251, -0.276, 0.167], [-0.100, 0.144, -0.019], [0.082, 0.273, 0.159], [0.080, -0.148, -0.138], [0.092, -0.014, 0.261], [0.062, 0.246, -0.002], [0.310, -0.157, -0.154], [0.257, -0.065, -0.052], [-0.011, 0.064, -0.198], [-0.104, -0.207, 0.021], [-0.072, -0.250, -0.132], [0.255, -0.014, 0.068], [-0.205, 0.023, 0.051], [0.081, 0.363, 0.342], [0.070, -0.108, 0.284], [-0.164, -0.228, 0.047], [-0.172, -0.026, -0.227], [0.014, 0.334, -0.257], [-0.082, 0.237, -0.096], [0.180, 0.166, -0.322], [-0.017, 0.121, 0.223], [-0.014, 0.257, -0.175]],
  "e_tot_ha": -2401.254452,
  "total_charge": 1,
  "e_above_lowest_kcal_mol": 0.0,
  "lumo_ev": -4.8
}

(3)
{
  "formula": "C16H28N4",
  "method": "ωB97M-V/def2-TZVPD",
  "species": ["C", "C", "C", "C", "N", "H", "H", "H", "H", "H", "H", "H", "C", "C", "C", "C", "N", "H", "H", "H", "H", "H", "H", "H", "C", "C", "C", "C", "N", "H", "H", "H", "H", "H", "H", "H", "C", "C", "C", "C", "N", "H", "H", "H", "H", "H", "H", "H"],
  "xyz": [[-3.097, 5.028, 5.586], [-2.819, 3.904, 4.620], [-3.608, 2.596, 4.860], [-5.045, 2.880, 4.982], [-6.170, 3.092, 5.068], [-2.277, 5.744, 5.635], [-3.307, 4.755, 6.622], [-3.986, 5.566, 5.248], [-1.762, 3.631, 4.578], [-3.073, 4.199, 3.598], [-3.281, 2.186, 5.821], [-3.414, 1.815, 4.130], [2.227, 3.479, -5.644], [1.937, 2.707, -4.355], [1.915, 3.684, -3.149], [3.175, 4.457, -3.110], [4.135, 5.077, -3.111], [1.664, 4.416, -5.578], [1.865, 2.973, -6.539], [3.261, 3.774, -5.817], [2.618, 1.885, -4.151], [0.898, 2.396, -4.480], [1.807, 3.168, -2.196], [1.113, 4.411, -3.275], [0.762, -8.175, -0.975], [1.077, -7.205, 0.143], [2.234, -6.210, -0.168], [1.819, -5.145, -1.054], [1.510, -4.330, -1.801], [1.499, -8.976, -1.108], [0.831, -7.642, -1.929], [-0.192, -8.667, -0.808], [1.302, -7.679, 1.097], [0.164, -6.620, 0.288], [3.044, -6.776, -0.635], [2.627, -5.869, 0.787], [0.311, -0.543, -1.843], [0.279, 0.007, -0.421], [-0.520, -0.851, 0.582], [-0.858, -0.089, 1.789], [-1.203, 0.526, 2.700], [0.705, -1.556, -1.897], [0.834, 0.183, -2.464], [-0.712, -0.585, -2.228], [-0.177, 1.000, -0.466], [1.279, 0.143, -0.006], [0.114, -1.677, 0.899], [-1.504, -1.087, 0.173]],
  "atomic_forces_ev_per_a": [[-0.499, 0.651, 0.203], [0.188, -0.986, -0.865], [0.093, 0.542, 1.040], [0.049, -0.377, -0.221], [0.062, 0.081, 0.018], [0.031, -0.017, -0.203], [0.124, -0.452, -0.102], [0.064, 0.084, 0.117], [-0.010, 0.006, 0.177], [0.115, 0.314, 0.066], [-0.127, -0.066, 0.014], [-0.042, 0.182, -0.278], [-0.085, 0.420, -0.115], [-0.541, 1.061, -0.052], [0.921, -0.017, -0.423], [-0.854, -0.416, 0.175], [0.583, 0.291, 0.003], [0.004, -0.009, -0.170], [0.078, -0.203, 0.099], [0.108, -0.216, 0.242], [-0.116, -0.175, -0.156], [0.168, -0.668, 0.299], [-0.145, -0.008, 0.010], [-0.129, -0.077, 0.101], [0.905, -0.385, -0.390], [-0.212, 0.641, 0.033], [-0.203, -1.420, 0.499], [0.225, 0.261, -0.173], [-0.133, 0.105, 0.057], [0.084, 0.086, 0.407], [-0.666, -0.013, -0.006], [-0.159, 0.185, -0.284], [-0.023, -0.217, -0.102], [0.121, 0.101, 0.266], [0.057, 0.157, -0.126], [-0.013, 0.541, -0.154], [-0.605, 0.075, 0.417], [-0.211, 0.311, 0.182], [0.221, 0.930, 0.114], [-0.136, 0.412, 0.428], [0.212, -0.236, -0.310], [0.337, 0.128, -0.163], [0.307, -0.354, -0.188], [0.009, -0.033, -0.003], [0.039, -0.001, 0.116], [0.061, 0.010, -0.152], [-0.529, -0.502, -0.256], [0.271, -0.727, -0.188]],
  "e_tot_ha": -845.426097,
  "e_above_lowest_kcal_mol": 14.4,
  "lumo_ev": 0.4
}